# 1
This record from OMol25 describes a cluster of 19 separate species, C80H209N11O37 in total in a non-equilibrium geometry. The level of theory is ωB97M-V/def2-TZVPD.

Output
E_tot = -6558.4163 Eh
Frontier orbital gap = 8.3 eV
LUMO level = 0.002 Ha

The geometry in ORCA input format:
```
! wB97M-V def2-TZVPD RIJCOSX def2/J DEFGRID3
* xyz 0 1
O 6.59 -3.34 0.73
O 0.71 5.17 3.20
O -8.34 7.31 1.43
O 6.03 0.19 2.80
O -7.06 -5.01 -3.89
O -6.59 4.59 -0.34
O -6.12 2.21 -6.75
O 2.25 2.64 -4.23
O -5.31 -3.71 -1.80
O -6.86 1.77 0.65
O 5.47 -0.94 -3.31
O -1.45 5.85 -3.99
O -0.56 -0.70 -6.13
O -0.14 1.55 7.03
O -1.88 -1.61 -3.79
O -5.95 -0.90 5.08
O 1.62 0.21 -0.33
O 5.78 -11.34 -3.51
O -11.71 2.37 -1.10
O 2.16 9.98 -0.25
O -3.21 2.83 3.90
O -3.48 -7.51 -0.36
O -10.93 3.41 3.58
O 8.11 0.32 -0.48
O 2.66 -2.40 5.83
O -0.94 -3.80 0.13
O 3.00 -5.95 -1.42
O 7.14 -8.93 -0.85
O -9.24 3.82 -1.96
O -5.56 -1.10 2.30
O -2.55 0.86 -0.49
O -3.53 6.61 0.67
O -8.47 2.58 3.26
O 2.31 2.78 -6.94
O 4.89 3.69 -0.41
O -1.48 -13.48 1.76
O 5.63 10.07 1.57
N -4.73 4.79 -5.48
N 8.38 -1.45 -2.89
N -2.72 -10.30 0.16
N 1.29 -3.31 2.44
N 3.85 7.97 0.92
N 8.20 -5.70 0.80
N -0.29 2.57 0.16
N -2.78 5.91 3.76
N 4.89 2.97 2.34
N 3.92 -8.08 -3.37
N -1.04 1.08 4.53
C 2.35 -4.67 -1.21
C 4.99 -9.06 -3.60
C -0.04 -2.70 2.16
C -0.29 -0.11 -4.87
C -1.60 3.17 -0.24
C 6.40 -1.25 -4.34
C -4.07 2.36 4.96
C -1.20 -2.55 -0.56
C -3.30 5.18 -5.46
C -1.05 -3.70 1.54
C -3.71 0.15 -0.64
C -2.53 -11.70 0.24
C -6.54 -1.98 4.38
C 5.64 4.12 1.95
C 8.81 0.82 -1.65
C 7.68 -3.43 -0.14
C -4.42 6.31 1.78
C 1.74 -2.93 4.98
C 0.41 2.22 -1.06
C -9.55 1.63 3.57
C -0.49 -1.31 -3.83
C -3.88 -9.91 -0.61
C -0.69 4.90 3.29
C -7.22 5.90 -0.22
C -6.68 -1.78 2.90
C -0.13 1.32 8.43
C -5.10 -3.58 -3.24
C 0.37 0.77 4.72
C 1.78 1.70 -0.59
C 2.45 -2.84 7.20
C -10.78 1.89 -2.03
C -7.97 5.95 1.24
C 2.45 7.73 0.59
C -3.56 -6.38 0.45
C 9.46 -0.57 -2.31
C 1.64 8.95 0.60
C -1.51 6.21 3.25
C -3.82 7.90 0.00
C -5.04 2.29 -5.81
C 2.90 -0.40 -0.07
C 1.10 3.06 -6.25
C 1.35 3.44 -4.81
C -2.59 -13.98 2.41
C 6.32 -1.20 3.13
C 1.03 10.44 -1.00
C -5.62 -4.92 -3.91
C 4.16 8.28 2.35
C 2.98 -8.21 -2.27
C 7.22 -10.30 -0.44
C 4.34 4.09 -1.65
C -1.55 -12.08 1.43
C 0.54 0.57 6.21
C -3.89 6.79 3.16
C 4.88 4.59 0.75
C 4.70 -10.51 -3.37
C 5.44 -2.81 0.14
C 2.12 -2.60 3.50
C 7.04 1.13 0.00
C 5.11 0.79 3.72
C 5.29 2.32 3.65
C 7.62 -6.45 -0.36
C 6.04 11.22 2.18
C -2.92 5.64 -4.07
C 7.64 -7.96 0.03
C -4.45 -8.53 -0.17
C -2.63 2.19 -0.91
C 8.78 -4.29 0.54
C -1.42 1.40 3.14
C 4.71 0.18 -3.62
C -2.89 1.82 3.01
C -5.21 3.51 -4.92
C -10.79 2.21 2.82
C -5.89 1.29 -7.82
C -1.06 6.61 -2.83
C 1.50 4.19 2.57
C -9.40 2.51 -1.52
C 7.89 -0.74 -4.15
C 2.22 -6.94 -2.16
C 5.36 -12.70 -3.69
C 5.64 8.91 2.34
H 3.28 4.06 -1.41
H 0.77 0.15 -4.90
H -4.97 1.96 4.49
H -3.65 1.44 5.33
H 4.48 -13.01 -3.13
H 3.43 -8.60 -1.35
H 4.58 2.82 4.32
H -7.15 -2.63 2.41
H -1.36 -1.20 -6.01
H -3.33 0.85 3.26
H -0.17 1.40 -1.50
H 7.62 -3.74 -1.19
H -4.00 2.17 -6.12
H 5.18 -3.25 -0.83
H -9.40 2.47 -0.43
H 10.13 -0.24 -3.11
H -11.72 1.66 2.94
H 9.59 -4.35 -0.18
H -2.93 4.94 3.54
H 6.34 -2.34 -4.39
H -6.47 6.66 -0.41
H -3.10 5.95 -6.20
H -3.72 -9.86 -1.69
H 7.96 0.35 -4.11
H 6.06 -0.78 -5.26
H 6.96 2.07 -0.53
H -1.23 6.94 4.01
H -8.20 7.55 2.35
H -1.46 1.71 5.19
H 7.10 11.39 2.33
H -7.29 5.53 1.99
H -3.11 2.08 1.98
H 2.27 -8.98 -2.58
H 2.47 -3.90 7.43
H 3.18 -2.68 3.26
H -4.60 -8.45 0.91
H -0.43 -2.42 3.14
H -6.20 3.68 -4.51
H 9.16 -3.75 1.40
H -4.49 0.87 -0.43
H 4.51 -2.76 0.70
H -0.63 -4.70 1.70
H -2.12 -2.12 -0.16
H -4.59 -6.04 0.35
H 5.41 -1.73 2.84
H 5.36 0.58 4.76
H 6.41 8.40 1.76
H -1.04 6.00 -1.93
H 4.27 -0.04 -4.60
H 2.83 -1.46 -0.30
H 4.48 5.11 -2.01
H 0.00 -2.23 -4.15
H 5.42 -8.74 -4.55
H -0.89 0.76 -4.62
H 0.13 -0.43 6.34
H -3.36 -6.58 1.50
H 6.13 9.00 3.31
H 4.82 3.55 -2.47
H -1.38 0.50 2.52
H -2.05 3.58 0.66
H 6.70 -6.06 -0.79
H 6.32 2.55 3.91
H -2.02 -3.75 2.03
H 1.62 0.56 6.37
H 6.57 -1.48 4.15
H -8.15 2.43 2.37
H 4.37 -7.26 -2.99
H 6.76 -10.99 -1.14
H 3.24 -0.14 0.94
H 1.66 4.33 1.50
H -0.81 4.36 2.35
H -2.10 -2.55 -3.76
H 10.02 -1.27 -1.71
H 2.99 -3.80 -1.05
H -4.63 -10.70 -0.52
H 0.84 1.68 4.35
H 0.08 -1.73 1.69
H -10.53 2.43 1.78
H -1.71 7.49 -2.83
H 0.82 -2.38 5.22
H 5.71 12.04 1.54
H 1.46 11.31 -1.50
H 0.76 0.71 8.55
H 2.56 1.96 -1.31
H -3.50 -12.19 0.29
H -3.57 2.70 -0.68
H 1.60 -4.53 -0.43
H 4.13 0.37 3.49
H 1.71 -2.31 7.81
H -5.10 1.39 -5.19
H -2.65 2.08 -2.00
H 4.18 -10.70 -2.43
H -5.71 -2.76 -3.61
H -3.33 4.93 -3.35
H 8.26 -10.60 -0.27
H 3.02 2.75 -4.79
H 8.57 -0.95 -4.98
H -2.88 8.12 -0.51
H -5.11 1.52 -8.54
H 5.78 -8.77 -2.90
H -7.49 -1.07 2.73
H 3.95 5.07 1.06
H 7.97 -2.40 -0.37
H 8.72 -8.14 0.04
H -4.62 6.65 3.95
H -3.56 7.82 3.31
H -10.95 2.39 -2.98
H 0.45 3.44 -4.20
H 1.64 -4.01 5.00
H -1.51 3.92 -1.02
H 3.92 -10.72 -4.10
H -5.33 -8.30 -0.77
H 0.67 8.59 0.26
H 5.19 -13.01 -4.72
H 1.77 -4.43 -2.10
H -6.39 4.63 -1.28
H 6.25 -13.30 -3.49
H -3.44 -14.03 1.73
H -9.81 1.59 4.63
H -5.20 5.60 -5.10
H 8.23 1.44 -2.33
H 1.65 -3.25 1.50
H 3.86 0.40 -2.97
H 1.66 4.48 -4.71
H 9.65 1.44 -1.32
H 7.15 1.50 1.02
H -1.36 -2.74 -1.62
H -0.56 -11.88 1.04
H 8.28 -6.38 -1.22
H -4.03 -3.55 -3.43
H 0.49 3.00 -1.81
H -2.01 -12.06 -0.64
H 7.67 -1.21 -2.21
H 0.80 9.71 -1.79
H -5.40 6.74 1.60
H -6.47 -0.86 5.89
H 5.55 4.93 2.68
H -7.49 -2.05 4.91
H 0.35 3.61 -6.81
H 6.11 0.57 0.15
H -0.98 0.68 8.66
H 0.52 2.13 -6.25
H 1.24 3.13 2.64
H -2.92 -5.57 0.10
H -8.66 1.79 -1.85
H -1.45 6.67 2.26
H -0.01 6.81 -3.05
H -7.17 2.59 0.28
H -0.69 2.15 2.83
H -4.70 5.26 1.87
H 2.22 2.54 -7.87
H -7.34 -4.96 -2.97
H 1.97 -1.56 3.24
H -1.93 -9.84 -0.27
H -9.42 3.75 -2.90
H 5.43 5.48 0.44
H -10.00 3.63 3.68
H -0.33 -1.90 -0.54
H -9.38 0.57 3.38
H 3.97 7.37 2.93
H -5.36 -0.19 2.55
H 3.47 9.06 2.66
H -5.22 -5.79 -3.39
H -11.60 3.32 -0.98
H -3.87 -0.80 -0.12
H -2.71 4.31 -5.77
H 2.29 7.30 -0.39
H 2.22 2.06 0.34
H -0.52 1.73 0.68
H -2.69 -13.35 3.30
H 2.08 6.99 1.30
H -6.74 0.79 -8.30
H 9.05 -6.22 0.97
H 4.97 2.36 1.54
H 0.14 10.83 -0.49
H -2.35 -14.99 2.74
H 5.61 11.42 3.16
H -1.76 -11.40 2.26
H -3.47 6.52 -3.77
H -4.75 7.83 -0.56
H 7.30 -7.96 1.06
H -0.13 -1.09 -2.82
H -5.52 0.40 -7.31
H -4.72 3.10 -4.03
H 3.38 -2.56 7.70
H 1.17 -6.98 -1.86
H 5.44 -1.75 -0.11
H 6.70 3.98 1.77
H 2.06 -6.47 -3.13
H 5.30 1.08 -3.79
H -10.88 0.80 -2.09
H 2.52 4.32 2.93
H 0.69 -0.17 4.26
H -4.57 -3.29 -1.36
H 3.75 -0.09 -0.68
H -6.14 -2.96 4.65
H 1.45 9.34 1.61
H -6.00 1.98 1.03
H -3.76 8.73 0.70
H 6.92 -10.42 0.60
H -8.90 5.38 1.27
H -4.50 2.95 5.76
H 3.99 8.91 0.58
H -3.77 0.04 -1.72
H -5.37 -5.06 -4.96
H -7.91 6.10 -1.04
H -0.19 2.28 8.94
H -0.71 4.21 4.13
H 7.11 -1.47 2.44
*
```


# 2
This record from OMol25 describes a structure of composition CCl6P in a non-equilibrium geometry. The level of theory is ωB97M-V/def2-TZVPD.

Output
ΔE to the lowest compared entry with this formula, charge and spin = 49.21 kcal per mole
E_tot = -3140.3082 Eh
Frontier orbital gap = 8.5 eV
LUMO level = -0.270 Ha

The geometry in ORCA input format:
```
! wB97M-V def2-TZVPD RIJCOSX def2/J DEFGRID3
* xyz 1 1
Cl -0.93 1.33 -1.33
Cl -1.69 -1.31 -0.27
Cl 2.58 1.59 0.24
Cl 1.34 -1.26 -1.65
Cl 1.29 -1.55 1.51
Cl -1.17 0.93 1.49
P 0.92 -0.36 0.05
C -0.90 0.26 -0.02
*
```


Question: Look up the LUMO level of the second one.
Answer: -0.270 Ha


Question: Which of these has the highest frontier orbital gap?
Answer: CCl6P